Formula: C4H5NO
Source: the Open Molecules 2025 dataset
Level of theory: ωB97M-V/def2-TZVPD

Energy relative to the best compared isomer or geometry (same formula, charge and spin) ... 3.208 eV
Total charge ... 0
Structure (SMILES) ... OC1=C=CNC1
E_HOMO ... -7.8 eV
Strongest force on any atom ... 2.0 eV/A

Last column: Mulliken charge in e.
Geometry (Å):
O -0.495 0.946 -1.956  -0.436
C -0.377 0.280 -0.799  0.512
C -1.250 -0.673 -0.285  -0.947
C -0.642 -0.921 0.947  -0.201
N 0.521 -0.244 1.188  -0.069
C 0.803 0.536 0.053  -0.404
H -1.307 0.579 -2.348  0.375
H -0.976 -1.586 1.745  0.383
H 1.122 -0.307 1.996  0.188
H 1.281 1.491 0.209  0.413
H 1.321 -0.101 -0.750  0.186

Forces on atoms 1 to 6 (eV/Å):
-0.12 -0.41 0.17
-1.63 0.71 0.64
0.31 0.15 -0.14
0.25 0.03 0.20
-0.26 -0.25 0.26
0.67 -0.97 -1.62